[1]
Entry from OMol25: the molecule C7H16Si in a non-equilibrium geometry (ωB97M-V with the def2-TZVPD basis set).

Positions of all 24 atoms, in Å:
Si -0.9140 -1.4541 -0.3204
C 1.4341 -0.0112 0.7709
C -2.4496 -2.4392 0.3974
C -0.0718 -0.6359 1.0078
C -0.8936 -1.7189 -2.2398
C 1.5896 1.4508 0.2975
C 0.7454 1.7864 -0.9375
C 1.1396 2.4159 1.5336
H -1.5698 -1.0404 -2.7266
H 0.5258 2.8629 -1.1333
H -3.2356 -1.7244 0.7722
H 0.1380 -1.5157 -2.6251
H 1.0821 1.3266 -1.7725
H 0.1027 2.6273 1.7846
H 2.7008 1.6612 0.1258
H 1.4683 1.8705 2.4171
H 1.8553 -0.6934 -0.0613
H -2.2723 -3.2247 1.1384
H -3.0387 -2.7638 -0.4205
H -0.2880 1.2305 -0.7083
H 2.0542 -0.2920 1.6681
H 1.8683 3.1963 1.6266
H -0.7192 -0.1497 1.7550
H -1.2517 -2.7651 -2.3499

Its spin multiplicity is 1. As for the LUMO energy: 0.50 eV. For the relative energy (zero: lowest compared OMol25 entry of this formula, charge and spin), the calculation gives 4.100 eV. The value obtained for the highest occupied orbital energy is -7.61 eV. The SMILES is CC(C)CC=[Si](C)C. Its charge is 0. The calculation puts the gap between HOMO and LUMO at 8.108 eV.

---

[2]
Entry from OMol25: a structure of composition C23H52LaNO5P2SSi in a non-equilibrium geometry (ωB97M-V with the def2-TZVPD basis set).

Positions of all 86 atoms, in Å:
La 1.4551 0.3744 -2.0740
S -1.1053 1.0345 -1.0720
P 3.4392 1.5252 0.0476
P 0.8671 -2.6487 -1.6322
Si -2.0053 0.2874 0.6209
O -3.2077 1.2658 1.2281
O -0.9733 0.0891 1.9043
O 1.3149 3.0047 -2.7699
O 4.3680 2.0310 -4.5914
O -2.6734 -1.2107 0.3209
N 3.4791 -1.2179 -1.6668
C 5.8459 -0.9828 -2.1814
C 3.4959 3.2597 -0.4736
C -4.6668 1.5095 -0.7116
C -2.5620 -2.9586 2.0562
C 3.6771 -2.5656 -1.6367
C 4.6386 -0.4487 -1.6665
C 0.0866 2.2917 2.0971
C 0.6337 -3.5604 -3.2092
C 0.5044 0.4251 3.7450
C 5.9490 -2.3426 -2.3734
C 4.8775 -3.1596 -2.0039
C 4.5387 0.8631 -1.1468
C -3.4849 3.4373 0.2225
C -4.3031 -1.2557 2.1801
C -0.2411 -3.6311 -0.5862
C -4.1627 2.1273 0.5786
C -1.6626 1.6205 3.6916
C 4.3820 1.6650 1.5820
C -0.5193 1.1063 2.8402
C -5.3249 2.3667 1.5431
C -3.4650 -2.0639 1.2124
C 2.5200 -3.4107 -1.1893
C -4.3652 -2.8879 0.2921
H -0.2693 -3.1902 -3.7048
H -0.0893 -1.1567 -3.3496
H 5.1710 2.4155 1.4104
H -3.7766 -3.5073 -0.3944
H -5.0059 -2.2380 -0.3167
H 4.4009 1.3561 -5.2946
H -3.8611 1.3951 -1.4452
H -3.6840 -0.6966 2.8908
H 6.6748 -0.2944 -2.3564
H -4.9756 -0.5705 1.6586
H 1.6359 3.3268 -3.6201
H -5.8659 1.4442 1.7824
H 2.4938 -3.5384 -0.0901
H 5.3585 1.5551 -1.3910
H -5.0202 -3.5494 0.8721
H -1.1859 -3.0804 -0.5125
H -4.9226 -1.9530 2.7617
H 0.0136 -0.4708 -3.6962
H 6.8877 -2.7790 -2.6998
H -4.2316 4.0945 -0.2433
H -5.1382 0.5365 -0.5466
H -2.6617 3.2686 -0.4823
H 2.2049 0.7570 0.1096
H 4.5595 3.5363 -0.4780
H 2.9817 3.9111 0.2363
H 0.1918 -3.7782 0.4099
H 0.4395 3.0351 2.8313
H -6.0581 3.0563 1.1018
H 4.8723 0.7141 1.8229
H 1.3333 0.0096 3.1610
H -2.3941 2.1576 3.0839
H -2.1690 0.8191 4.2380
H 3.8161 1.9946 2.4634
H -0.6687 2.7652 1.4536
H -5.4209 2.1908 -1.1257
H 0.4262 3.4083 -2.7039
H 1.4953 -3.3982 -3.8669
H 0.0415 -0.3845 4.3252
H 2.5776 -4.4173 -1.6402
H -1.9731 -3.6539 1.4531
H 0.5088 -4.6341 -3.0172
H 4.9370 -4.2540 -2.0554
H -3.0863 3.9385 1.1098
H 0.9249 1.1426 4.4630
H -3.1742 -3.5585 2.7428
H -0.4207 -4.6106 -1.0451
H -1.2637 2.3244 4.4332
H -4.9850 2.8132 2.4841
H -1.8718 -2.3668 2.6670
H 3.1044 3.4549 -1.4736
H 0.9306 1.9735 1.4690
H 4.8412 2.7470 -5.0630

Its spin multiplicity is 1. As for the LUMO energy (spin up / spin down): -0.17 / -0.16 eV. For the relative energy (zero: lowest compared OMol25 entry of this formula, charge and spin), the calculation gives 3.130 eV. The value obtained for the highest occupied orbital energy (spin up / spin down) is -3.91 / -3.91 eV. Its charge is 0. The calculation puts the gap between HOMO and LUMO (spin up / spin down) at 3.744 / 3.746 eV.

---

[3]
Entry from OMol25: the molecule CH5N3 (ωB97M-V with the def2-TZVPD basis set).

Positions of all 9 atoms, in Å:
N -0.0225 -0.8094 1.3346
N -0.0751 1.2963 0.3341
N 0.0359 -0.5890 -1.0259
C -0.0210 -0.0860 0.2899
H 0.3877 1.7096 -0.4588
H 0.2594 1.7102 1.1867
H -0.4251 0.0273 -1.6764
H 0.2622 -1.7579 1.1141
H -0.4016 -1.5012 -1.0984

Its spin multiplicity is 1. As for the LUMO energy: 0.91 eV. For the relative energy (zero: lowest compared OMol25 entry of this formula, charge and spin), the calculation gives 0.343 eV. The value obtained for the highest occupied orbital energy is -9.06 eV. The SMILES is N=C(N)N. Its charge is 0. The calculation puts the gap between HOMO and LUMO at 9.969 eV.

---

[4]
Entry from OMol25: a cluster of 2 separate species, C5H8N2O3 in total in a non-equilibrium geometry (ωB97M-V with the def2-TZVPD basis set).

Positions of all 18 atoms, in Å:
O 1.7714 1.9025 -0.3741
O -3.0595 -0.0524 0.2724
O 3.4351 -1.5024 2.5872
N 2.8209 -1.3469 -0.5084
N -0.0332 0.5273 -0.4313
C 1.2613 0.7853 -0.3751
C 2.1352 -0.4229 -0.3622
C -0.8440 -0.6900 -0.5404
C -1.1768 1.4390 -0.4629
C -2.0919 0.2066 -0.6983
H 3.5047 -1.9244 1.6981
H -2.5176 0.1801 -1.7098
H -0.5854 -1.3231 -1.3974
H -1.3485 1.9390 0.5001
H -3.8689 0.4224 0.0611
H 2.5801 -1.0427 2.6253
H -1.1288 2.1790 -1.2719
H -0.8541 -1.2762 0.3876

Its spin multiplicity is 1. As for the LUMO energy: 0.22 eV. For the relative energy (zero: lowest compared OMol25 entry of this formula, charge and spin), the calculation gives 1.827 eV. The value obtained for the highest occupied orbital energy is -10.37 eV. The SMILES is N#CC(=O)N1CC(O)C1.O. Its charge is 0. The calculation puts the gap between HOMO and LUMO at 10.592 eV.

---

[5]
Entry from OMol25: a structure of composition C46H57N3O3PPbS3Sb in a non-equilibrium geometry (ωB97M-V with the def2-TZVPD basis set).

Positions of all 115 atoms, in Å:
Pb 0.2964 1.4838 -0.0680
Sb -4.3985 0.0899 0.3267
S 1.0959 3.5731 2.9318
S 2.6988 -0.8293 1.3250
S -1.9894 -0.2021 0.1590
P 2.4685 -0.3441 -2.9498
O 1.4819 0.1276 1.3358
O 1.5151 0.5044 -2.1775
O 0.6963 3.1206 1.5116
N 2.0262 -0.2871 -4.5809
N 3.9811 0.3117 -3.0015
N 2.5233 -1.8802 -2.4890
C -5.1028 0.1770 -1.6554
C -6.3013 -0.9066 -3.4058
C -0.9672 2.7006 6.2693
C 2.7161 -1.5935 2.9202
C -6.3917 -1.9665 1.2222
C 1.5761 -4.0006 -1.9424
C 1.7867 -1.2754 3.8956
C -6.8357 -3.1285 1.8375
C 1.3483 0.8741 -5.1836
C 2.3236 2.3489 3.4189
C 3.0839 -4.0136 -1.6755
C 3.7170 -2.5366 3.1313
C 2.4261 -1.2555 -5.6059
C 4.1432 1.7804 -2.8103
C 1.5108 0.6728 -6.6904
C -4.1008 -2.5533 1.8167
C -5.9268 -3.9967 2.4295
C 3.5988 -2.9045 -2.5826
C 5.6546 1.9434 -2.7218
C 3.8226 -3.1273 4.3801
C 1.2347 -2.5122 -2.0460
C -5.0770 1.3849 -2.3530
C -2.3989 2.2014 4.4006
C -4.7846 3.0556 0.9992
C -5.8210 1.4683 2.5418
C 2.9323 -2.7783 5.3896
C 1.6053 -0.8507 -6.8314
C -5.6848 -0.9822 -2.1637
C -1.4017 2.5977 3.5176
C -5.3354 4.1011 1.7240
C -0.1902 3.0256 4.0306
C -4.5667 -3.7097 2.4246
C -6.1244 3.8387 2.8413
C 3.5794 2.4525 2.5615
C -6.3667 2.5319 3.2496
C 0.0318 3.1081 5.4003
C 6.1633 0.9418 -3.7661
C 5.2076 -0.2496 -3.6328
C -6.3086 0.2930 -4.1110
C -5.6953 1.4321 -3.5930
C -5.0411 1.7534 1.4230
C -2.1807 2.2469 5.7701
C 4.4076 1.1569 2.5921
C -5.0250 -1.6984 1.2209
C 1.9110 -1.8693 5.1448
C 4.1805 0.2052 1.4196
H 3.7060 -3.2739 -3.6062
H 3.5489 -4.9702 -1.8989
H 3.5824 2.1161 -1.9425
H 1.2079 -1.6220 5.9292
H 1.3677 -4.5033 -2.8887
H 6.0120 1.6724 -1.7256
H 4.1886 3.2816 2.9181
H 0.9644 -0.6034 3.6811
H -3.0394 -2.3334 1.8089
H 3.5006 -1.1423 -5.8161
H 2.5428 2.5146 4.4752
H -2.9663 1.9512 6.4553
H 1.0014 -4.4931 -1.1610
H -6.0162 0.4483 2.8549
H 2.0806 -1.1633 -7.7572
H -5.6780 -1.9166 -1.6157
H -6.9871 2.3345 4.1148
H -6.2823 -4.9078 2.8937
H 5.4630 1.4239 2.5336
H 4.5944 -3.8635 4.5655
H 0.4269 -2.3212 -2.7564
H 4.2800 0.6334 3.5425
H 2.2644 -2.2761 -5.2601
H 3.3135 2.6822 1.5234
H 0.9387 -2.0958 -1.0788
H -1.5773 2.5953 2.4471
H -3.3550 1.8841 4.0170
H 0.6152 -1.3065 -6.7835
H 0.2972 0.8592 -4.8766
H -4.6140 2.2761 -1.9491
H -7.1070 -1.2980 0.7552
H 4.5571 -2.5123 -2.2582
H -6.5615 4.6614 3.3917
H -5.1620 5.1224 1.4083
H 1.7731 1.8062 -4.8013
H 4.1751 0.7462 0.4663
H -3.8671 -4.3867 2.8991
H 6.1106 1.3737 -4.7653
H 3.7712 2.3216 -3.6896
H -6.8008 0.3436 -5.0739
H 0.6795 1.0971 -7.2473
H 4.4078 -2.8101 2.3372
H 3.2853 -3.7608 -0.6323
H 3.0255 -3.2332 6.3680
H -5.7071 2.3616 -4.1482
H -0.8006 2.7495 7.3379
H -4.1796 3.2666 0.1256
H 5.9645 2.9642 -2.9345
H 4.9859 -0.7273 -4.5886
H -7.8946 -3.3535 1.8523
H 5.6343 -1.0152 -2.9892
H 2.4293 1.1468 -7.0395
H -6.7800 -1.7877 -3.8143
H 4.9801 -0.5411 1.3774
H 0.9652 3.4960 5.7958
H 1.8141 1.3975 3.2872
H 7.1918 0.6393 -3.5884

Its spin multiplicity is 1. As for the LUMO energy (spin up / spin down): -12.22 / -13.13 eV. The value obtained for the highest occupied orbital energy (spin up / spin down) is -17.71 / -17.70 eV. Its charge is +4. The calculation puts the gap between HOMO and LUMO (spin up / spin down) at 5.484 / 4.572 eV.

---

[6]
Entry from OMol25: a structure of composition C2H2FKLiO2 in a non-equilibrium geometry (ωB97M-V with the def2-TZVPD basis set).

Positions of all 9 atoms, in Å:
K 3.4653 1.2694 -0.3520
F -0.9669 2.5094 1.4383
O 0.5323 0.4869 -0.5035
O -1.9920 1.4348 1.1927
C 0.2728 -0.6611 -0.4084
C -0.0162 -1.9281 -0.3443
Li -1.0869 1.7911 -0.3818
H -0.0593 -2.5020 -1.2700
H -0.1492 -2.4005 0.6290

Its spin multiplicity is 2. As for the LUMO energy (spin up / spin down): -0.33 / -0.29 eV. For the relative energy (zero: lowest compared OMol25 entry of this formula, charge and spin), the calculation gives 0.000 eV. The value obtained for the highest occupied orbital energy (spin up / spin down) is -4.00 / -8.93 eV. Its charge is 0. The calculation puts the gap between HOMO and LUMO (spin up / spin down) at 3.671 / 8.643 eV.

---

Please write out number 4 again, unchanged.
Entry from OMol25: a cluster of 2 separate species, C5H8N2O3 in total in a non-equilibrium geometry (ωB97M-V with the def2-TZVPD basis set).

Positions of all 18 atoms, in Å:
O 1.7714 1.9025 -0.3741
O -3.0595 -0.0524 0.2724
O 3.4351 -1.5024 2.5872
N 2.8209 -1.3469 -0.5084
N -0.0332 0.5273 -0.4313
C 1.2613 0.7853 -0.3751
C 2.1352 -0.4229 -0.3622
C -0.8440 -0.6900 -0.5404
C -1.1768 1.4390 -0.4629
C -2.0919 0.2066 -0.6983
H 3.5047 -1.9244 1.6981
H -2.5176 0.1801 -1.7098
H -0.5854 -1.3231 -1.3974
H -1.3485 1.9390 0.5001
H -3.8689 0.4224 0.0611
H 2.5801 -1.0427 2.6253
H -1.1288 2.1790 -1.2719
H -0.8541 -1.2762 0.3876

Its spin multiplicity is 1. As for the LUMO energy: 0.22 eV. For the relative energy (zero: lowest compared OMol25 entry of this formula, charge and spin), the calculation gives 1.827 eV. The value obtained for the highest occupied orbital energy is -10.37 eV. The SMILES is N#CC(=O)N1CC(O)C1.O. Its charge is 0. The calculation puts the gap between HOMO and LUMO at 10.592 eV.

---

Please write out number 3 again, unchanged.
Entry from OMol25: the molecule CH5N3 (ωB97M-V with the def2-TZVPD basis set).

Positions of all 9 atoms, in Å:
N -0.0225 -0.8094 1.3346
N -0.0751 1.2963 0.3341
N 0.0359 -0.5890 -1.0259
C -0.0210 -0.0860 0.2899
H 0.3877 1.7096 -0.4588
H 0.2594 1.7102 1.1867
H -0.4251 0.0273 -1.6764
H 0.2622 -1.7579 1.1141
H -0.4016 -1.5012 -1.0984

Its spin multiplicity is 1. As for the LUMO energy: 0.91 eV. For the relative energy (zero: lowest compared OMol25 entry of this formula, charge and spin), the calculation gives 0.343 eV. The value obtained for the highest occupied orbital energy is -9.06 eV. The SMILES is N=C(N)N. Its charge is 0. The calculation puts the gap between HOMO and LUMO at 9.969 eV.